DFT (the ωB97M-V functional and the def2-TZVPD basis) results for a 10-piece molecular cluster, C90H190N10O10 overall.

ORCA input file:
```
! RIJCOSX wB97M-V def2-TZVPD def2/J DEFGRID3
* xyz 0 1
C 20.170 25.592 14.439
C 18.682 25.381 14.277
C 18.034 26.604 13.603
C 16.614 26.544 13.146
C 16.498 25.309 12.220
C 17.139 23.977 12.765
N 18.514 24.232 13.363
O 18.915 23.047 13.955
C 16.176 23.297 13.852
C 17.434 22.973 11.659
C 18.065 25.165 15.663
H 20.731 24.696 14.594
H 20.427 26.301 15.251
H 20.531 26.152 13.584
H 18.253 27.451 14.267
H 18.592 26.748 12.679
H 16.413 27.483 12.630
H 15.884 26.308 13.941
H 16.955 25.450 11.270
H 15.436 25.051 11.974
H 15.695 24.046 14.427
H 15.381 22.777 13.344
H 16.673 22.554 14.479
H 17.567 21.892 11.909
H 16.628 22.972 10.927
H 18.220 23.302 10.994
H 16.950 25.126 15.503
H 18.159 26.139 16.219
H 18.498 24.319 16.263
H 19.727 22.853 13.461
C 23.315 24.328 12.336
C 23.501 22.823 11.988
C 24.962 22.473 12.153
C 25.277 22.389 13.665
C 24.420 21.320 14.347
C 22.848 21.480 14.213
N 22.735 21.741 12.710
O 21.349 22.052 12.492
C 22.264 20.101 14.403
C 22.250 22.421 15.196
C 23.010 22.675 10.535
H 23.533 24.498 13.349
H 22.271 24.633 12.236
H 23.916 25.025 11.735
H 25.159 21.492 11.704
H 25.554 23.250 11.742
H 25.020 23.357 14.082
H 26.345 22.228 13.829
H 24.746 21.070 15.358
H 24.663 20.419 13.804
H 21.204 20.094 14.466
H 22.582 19.474 13.565
H 22.459 19.682 15.404
H 21.196 22.577 15.029
H 22.208 22.015 16.222
H 22.674 23.474 15.343
H 23.628 23.397 10.017
H 21.938 22.860 10.469
H 23.188 21.665 10.223
H 20.927 21.333 11.947
C 20.896 22.052 23.512
C 19.729 21.087 23.907
C 19.263 20.348 22.581
C 18.590 19.023 22.814
C 19.539 18.150 23.644
C 19.555 18.733 25.048
N 20.294 20.045 24.835
O 20.426 20.705 26.028
C 18.246 18.832 25.767
C 20.536 17.890 25.934
C 18.458 21.877 24.335
H 21.727 21.498 23.104
H 21.095 22.621 24.385
H 20.547 22.682 22.631
H 18.491 20.953 22.022
H 20.145 20.293 21.976
H 18.323 18.567 21.884
H 17.593 19.011 23.299
H 20.476 17.876 23.139
H 19.063 17.161 23.810
H 17.586 19.581 25.315
H 17.791 17.886 25.779
H 18.427 19.208 26.808
H 20.129 16.882 26.215
H 21.505 17.790 25.361
H 20.694 18.491 26.810
H 18.465 21.969 25.435
H 17.590 21.317 24.058
H 18.485 22.846 23.815
H 21.431 20.821 26.135
C 17.382 18.517 12.758
C 18.417 18.158 11.717
C 17.826 17.275 10.648
C 18.606 17.115 9.370
C 18.781 18.516 8.829
C 19.540 19.423 9.811
N 18.781 19.436 11.167
O 19.517 20.141 12.120
C 21.052 19.067 9.962
C 19.398 20.839 9.376
C 19.578 17.372 12.410
H 17.757 19.059 13.593
H 16.884 17.665 13.230
H 16.565 19.170 12.291
H 17.738 16.305 11.132
H 16.789 17.613 10.483
H 18.024 16.528 8.576
H 19.517 16.663 9.552
H 17.774 18.917 8.532
H 19.366 18.499 7.938
H 21.518 19.756 9.279
H 21.381 19.431 10.920
H 21.294 18.053 9.821
H 19.869 21.011 8.375
H 18.302 21.070 9.293
H 19.924 21.499 10.074
H 20.306 17.030 11.711
H 19.074 16.594 12.987
H 20.085 18.015 13.168
H 18.965 20.825 12.523
C 20.826 24.478 18.763
C 21.067 25.923 19.167
C 22.490 26.219 18.681
C 22.795 27.682 18.842
C 21.729 28.519 18.111
C 20.237 28.174 18.271
N 20.090 26.706 18.430
O 18.795 26.374 18.884
C 19.736 28.941 19.446
C 19.439 28.622 17.076
C 20.919 26.121 20.732
H 19.832 24.102 19.039
H 21.548 23.837 19.244
H 20.935 24.453 17.689
H 23.137 25.513 19.193
H 22.656 25.901 17.623
H 23.782 27.789 18.332
H 22.938 27.892 19.915
H 21.979 28.288 17.076
H 21.908 29.579 18.262
H 20.135 30.008 19.338
H 18.632 28.784 19.586
H 20.317 28.663 20.388
H 19.585 28.075 16.150
H 18.374 28.613 17.403
H 19.788 29.640 16.999
H 21.185 27.081 21.046
H 21.528 25.358 21.231
H 19.881 25.891 21.059
H 18.306 25.837 18.232
C 14.507 19.442 14.519
C 12.986 19.704 14.417
C 12.273 18.294 14.799
C 10.735 18.462 14.972
C 10.479 19.594 15.950
C 11.127 20.962 15.588
N 12.575 20.697 15.389
O 13.297 21.911 15.139
C 10.419 21.631 14.453
C 11.016 21.808 16.872
C 12.698 20.045 12.967
H 15.051 20.260 14.051
H 14.776 18.469 14.110
H 14.792 19.439 15.614
H 12.572 17.496 14.080
H 12.855 18.096 15.684
H 10.311 17.560 15.381
H 10.221 18.586 14.001
H 10.862 19.278 16.934
H 9.365 19.682 16.107
H 9.438 21.962 14.684
H 11.015 22.537 14.179
H 10.261 21.071 13.544
H 10.042 21.961 17.295
H 11.585 21.322 17.683
H 11.294 22.878 16.762
H 12.775 21.185 12.793
H 11.725 19.663 12.655
H 13.358 19.567 12.273
H 13.883 21.971 15.898
C 13.489 28.382 16.709
C 13.662 28.356 18.175
C 12.398 28.376 18.928
C 11.663 27.036 18.908
C 12.562 26.027 19.585
C 13.811 25.881 18.734
N 14.482 27.211 18.690
O 15.674 27.151 17.831
C 14.816 25.044 19.548
C 13.517 25.046 17.469
C 14.425 29.628 18.601
H 13.262 29.402 16.388
H 12.600 27.770 16.473
H 14.355 28.105 16.139
H 12.496 28.639 19.977
H 11.761 29.075 18.294
H 11.238 26.762 17.913
H 10.776 27.094 19.462
H 12.092 25.062 19.747
H 12.835 26.450 20.588
H 14.453 24.046 19.667
H 15.713 25.006 18.950
H 14.993 25.561 20.550
H 14.429 24.783 17.009
H 13.036 24.174 17.866
H 12.891 25.566 16.733
H 15.355 29.695 18.032
H 14.567 29.516 19.681
H 13.836 30.561 18.446
H 16.351 26.964 18.479
C 15.523 15.020 13.632
C 14.972 14.065 14.743
C 15.149 12.580 14.240
C 16.602 12.124 14.183
C 17.268 12.372 15.565
C 17.097 13.824 16.099
N 15.621 14.069 16.044
O 15.378 15.365 16.588
C 17.422 13.847 17.604
C 18.081 14.746 15.332
C 13.448 14.238 14.931
H 16.322 14.524 13.026
H 15.747 16.051 14.002
H 14.598 15.052 12.877
H 14.585 11.924 14.918
H 14.598 12.406 13.336
H 17.172 12.585 13.346
H 16.573 11.015 14.183
H 18.317 12.232 15.501
H 16.742 11.789 16.329
H 18.252 13.230 17.842
H 17.602 14.868 17.842
H 16.559 13.535 18.087
H 18.044 14.360 14.290
H 17.796 15.779 15.306
H 19.056 14.523 15.742
H 13.171 15.315 14.969
H 12.989 13.674 15.757
H 13.009 13.935 14.044
H 15.285 15.164 17.518
C 17.437 22.316 19.317
C 17.355 21.216 18.196
C 18.231 21.592 16.987
C 18.474 20.413 16.006
C 19.055 19.224 16.801
C 18.154 18.821 17.992
N 17.924 19.973 18.819
O 17.129 19.565 19.912
C 16.904 18.113 17.445
C 18.939 17.774 18.938
C 15.911 20.997 17.763
H 17.040 23.264 18.905
H 18.488 22.417 19.636
H 16.768 22.011 20.102
H 17.771 22.437 16.475
H 19.216 21.931 17.240
H 19.251 20.668 15.286
H 17.644 20.094 15.402
H 20.055 19.481 17.241
H 19.082 18.342 16.189
H 16.742 18.349 16.364
H 17.039 17.046 17.514
H 15.867 18.336 17.830
H 19.782 18.232 19.483
H 18.208 17.381 19.718
H 19.253 16.953 18.276
H 15.890 20.531 16.771
H 15.308 21.900 17.722
H 15.420 20.385 18.527
H 16.300 19.089 19.601
C 12.872 19.935 21.103
C 12.504 18.462 21.443
C 13.516 17.460 20.852
C 14.765 17.363 21.599
C 14.548 17.046 23.030
C 13.568 18.057 23.708
N 12.355 18.104 22.844
O 11.573 19.094 23.486
C 13.176 17.624 25.194
C 14.287 19.438 23.842
C 11.118 18.282 20.788
H 12.371 20.522 21.882
H 12.564 20.199 20.032
H 13.914 20.220 21.140
H 12.967 16.484 20.834
H 13.719 17.736 19.845
H 15.287 18.254 21.555
H 15.426 16.597 21.142
H 15.443 17.007 23.598
H 13.996 16.109 23.010
H 12.659 18.418 25.686
H 12.645 16.636 25.146
H 14.096 17.519 25.741
H 13.634 20.262 24.109
H 14.893 19.446 24.760
H 14.845 19.723 22.941
H 11.156 18.377 19.725
H 10.490 19.019 21.281
H 10.656 17.330 20.923
H 10.714 18.718 23.701
*
```

Output
- Relative energy (zero: lowest compared OMol25 entry of this formula, charge and spin): 339.2 kJ/mol
- LUMO energy: 0.521 eV
- SMILES: CC1(C)CCCC(C)(C)N1O.CC1(C)CCCC(C)(C)N1O.CC1(C)CCCC(C)(C)N1O.CC1(C)CCCC(C)(C)N1O.CC1(C)CCCC(C)(C)N1O.CC1(C)CCCC(C)(C)N1O.CC1(C)CCCC(C)(C)N1O.CC1(C)CCCC(C)(C)N1O.CC1(C)CCCC(C)(C)N1O.CC1(C)CCCC(C)(C)N1O
- E: -4842.5649 a.u.
- HOMO level: -0.302 Eh
- F_max: 3.84 eV Å⁻¹

Mulliken population analysis, charges in e, atoms 1 to 99: -0.617 1.243 -1.579 -0.171 -1.643 2.313 0.151 2.740 -1.960 -2.102 1.426 -0.565 -0.541 0.748 0.320 0.543 0.596 -0.066 0.495 0.280 0.404 0.796 -0.316 -0.451 0.697 0.471 -0.864 -0.554 -0.120 -0.929 -1.796 1.323 -1.016 -0.665 -1.518 2.083 -0.005 0.228 -1.357 -0.809 -1.929 0.482 0.245 0.460 0.287 0.397 0.302 0.425 0.415 0.470 -0.668 0.480 0.582 -0.532 0.598 0.059 0.659 -0.051 0.344 -0.143 -1.755 1.804 -0.871 1.922 -1.828 1.827 0.150 -0.526 -1.524 -1.948 -1.435 0.423 0.594 0.129 -0.157 0.633 -0.718 -0.758 0.265 0.417 0.115 0.467 0.358 0.349 0.370 0.474 0.349 0.150 0.394 0.379 -0.457 1.999 -0.903 -0.903 -1.355 1.308 0.156 2.105 -1.875